No. 1
# C21H24N2OP2SeTb

A molecular structure, C21H24N2OP2SeTb (ωB97M-V with the def2-TZVPD basis set, OMol25).

Each line ends with the Löwdin charge.
Positions of all 52 atoms, in Å:
C 2.52 -2.84 -1.58  -0.013
C 1.59 -1.80 -1.46  -0.223
C 0.46 -1.98 -0.59  -0.183
C 0.18 -3.26 -0.06  -0.129
C 1.19 -4.26 -0.17  -0.003
C 2.33 -4.05 -0.89  -0.051
C -1.03 -3.42 0.63  0.107
C -2.01 -2.42 0.64  -0.139
C -1.66 -1.17 0.07  -0.192
C -2.68 -0.19 -0.11  -0.219
C -3.90 -0.37 0.53  -0.007
C -4.15 -1.53 1.27  -0.049
C -3.26 -2.56 1.28  0.000
H 3.40 -2.74 -2.23  0.135
H 1.03 -5.23 0.30  0.125
H 3.11 -4.82 -0.95  0.123
H -1.22 -4.38 1.08  0.139
H -4.69 0.39 0.46  0.134
H -5.09 -1.63 1.79  0.118
H -3.48 -3.48 1.80  0.127
N -0.34 -0.91 -0.23  -0.054
Tb 0.64 0.67 1.26  1.051
C 1.84 -0.50 -2.18  -0.299
H 0.95 -0.16 -2.74  0.102
H 2.67 -0.67 -2.88  0.100
C -2.43 1.09 -0.87  -0.298
H -1.95 0.89 -1.84  0.100
H -3.38 1.62 -1.01  0.100
P 2.34 0.78 -0.97  0.773
P -1.34 2.18 0.09  0.781
C -2.57 2.85 1.28  -0.238
H -2.09 3.61 1.92  0.061
H -3.42 3.29 0.73  0.061
H -2.91 2.07 1.96  0.038
C -1.15 3.57 -1.06  -0.250
H -2.13 3.97 -1.36  0.065
H -0.53 4.35 -0.58  0.058
H -0.59 3.22 -1.93  0.037
C 3.99 0.11 -0.58  -0.254
H 4.60 -0.03 -1.48  0.067
H 4.50 0.78 0.11  0.057
H 3.93 -0.84 -0.04  0.046
C 2.82 2.07 -2.11  -0.268
H 3.24 2.90 -1.55  0.059
H 3.53 1.72 -2.87  0.067
H 1.92 2.45 -2.60  0.041
C -0.63 0.54 3.27  -0.281
O -1.05 0.84 4.31  0.091
H 0.05 -0.75 2.51  -0.045
Se 2.98 4.53 3.97  0.587
C 2.21 3.18 3.14  -0.972
N 1.69 2.30 2.52  -0.181

orbital gap (spin up / spin down) = 5.4 / 5.4 eV
lowest unoccupied orbital energy (spin up / spin down) = -0.171 / -0.171 Eh
HOMO energy (spin up / spin down) = -10.020 / -10.045 eV
total charge = +1
spin multiplicity = 7

No. 2
# C21H24N3O4

A gas-phase ion, C21H24N3O4 (charge +1) (ωB97M-V with the def2-TZVPD basis set, OMol25).

Each line ends with the Löwdin charge.
Positions of all 52 atoms, in Å:
O 1.14 0.63 -2.28  0.052
N 1.82 -0.39 -2.35  -0.317
O 1.75 -1.17 -3.26  0.143
C 2.73 -0.67 -1.28  -0.088
C 3.18 0.32 -0.39  -0.129
C 4.08 -0.05 0.62  0.069
C 4.49 -1.36 0.71  -0.180
C 4.03 -2.33 -0.19  -0.179
C 3.16 -2.01 -1.19  0.118
H 2.80 -2.73 -1.90  0.142
O 4.58 -3.52 0.12  0.076
C 5.42 -3.29 1.24  -0.103
H 5.10 -3.92 2.08  0.151
H 6.46 -3.53 0.98  0.152
O 5.32 -1.92 1.59  0.078
H 4.46 0.68 1.32  0.137
C 2.83 1.78 -0.50  -0.063
N 1.43 2.08 -0.14  -0.135
C 1.02 1.65 1.21  -0.063
C -0.52 1.62 1.24  -0.134
N -1.01 2.33 0.08  -0.196
C -0.43 3.66 0.04  -0.135
C 1.06 3.49 -0.34  -0.071
H 1.22 3.74 -1.39  0.142
H 1.70 4.13 0.27  0.140
H -0.53 4.19 1.00  0.134
H -0.94 4.25 -0.72  0.131
C -2.46 2.27 -0.04  -0.179
C -2.88 0.87 -0.34  -0.091
C -3.79 0.20 0.37  -0.051
C -4.27 -1.16 0.12  -0.228
C -5.22 -1.70 0.98  -0.040
C -5.71 -2.98 0.80  -0.076
C -5.25 -3.75 -0.26  -0.080
C -4.30 -3.22 -1.12  -0.078
C -3.81 -1.95 -0.94  -0.036
H -3.08 -1.56 -1.63  0.101
H -3.94 -3.82 -1.95  0.105
H -5.63 -4.74 -0.41  0.105
H -6.45 -3.37 1.47  0.106
H -5.59 -1.10 1.81  0.110
H -4.25 0.69 1.22  0.115
H -2.40 0.43 -1.20  0.107
H -2.96 2.64 0.87  0.131
H -2.74 2.92 -0.88  0.129
H -0.88 2.05 2.19  0.137
H -0.89 0.59 1.18  0.127
H 1.44 0.66 1.42  0.133
H 1.43 2.36 1.94  0.144
H 0.84 1.54 -0.83  0.141
H 3.49 2.36 0.16  0.143
H 2.98 2.13 -1.53  0.149

orbital gap = 6.8 eV
SMILES = O=[N+]([O-])c1cc2c(cc1C[NH+]1CCN(C/C=C/c3ccccc3)CC1)OCO2
lowest unoccupied orbital energy = -0.140 Eh
HOMO energy = -10.636 eV
total charge = +1

No. 3
# C21H24N4O5S

C21H24N4O5S in the gas phase (ωB97M-V with the def2-TZVPD basis set, OMol25).

Each line ends with the Löwdin charge.
Positions of all 55 atoms, in Å:
C 6.24 -2.75 -2.08  -0.055
C 4.89 -2.25 -1.69  -0.287
C 4.22 -1.34 -2.51  -0.045
C 2.96 -0.87 -2.17  -0.031
C 2.34 -1.29 -1.00  -0.208
C 3.01 -2.20 -0.18  -0.033
C 4.26 -2.67 -0.53  -0.043
H 4.76 -3.37 0.12  0.108
H 2.54 -2.53 0.73  0.111
C 0.98 -0.77 -0.63  -0.121
N 0.13 -1.83 -0.12  0.083
C -0.54 -1.73 1.04  -0.520
O -0.53 -0.73 1.74  0.048
C -1.27 -3.00 1.46  -0.091
C -2.55 -2.67 2.22  -0.216
N -3.68 -2.61 1.31  -0.132
S -3.65 -1.76 -0.11  0.651
O -5.02 -1.70 -0.52  -0.283
O -2.69 -2.36 -1.00  -0.279
C -3.08 -0.10 0.27  -0.265
C -2.18 0.50 -0.57  0.013
C -1.68 1.76 -0.27  -0.037
C -2.09 2.42 0.90  -0.123
C -3.04 1.80 1.72  0.017
C -3.53 0.55 1.41  -0.038
H -4.26 0.07 2.05  0.122
H -3.39 2.29 2.62  0.106
N -1.57 3.65 1.20  0.004
C -0.63 4.28 0.40  -0.435
O -0.18 5.37 0.67  0.090
N -0.24 3.61 -0.74  0.037
C -0.68 2.37 -1.15  -0.367
O -0.26 1.84 -2.16  0.078
C 0.75 4.29 -1.56  0.004
H 1.67 4.43 -0.99  0.103
H 0.37 5.27 -1.85  0.101
H 0.94 3.68 -2.44  0.089
C -1.96 4.35 2.41  -0.011
H -1.40 5.28 2.44  0.091
H -3.03 4.57 2.39  0.101
H -1.71 3.75 3.29  0.103
H -1.85 -0.01 -1.46  0.129
H -4.57 -2.48 1.77  0.106
H -2.39 -1.73 2.76  0.112
H -2.77 -3.46 2.95  0.124
H -1.50 -3.62 0.60  0.107
H -0.59 -3.54 2.12  0.130
H -0.04 -2.61 -0.73  0.151
H 1.06 -0.03 0.17  0.137
H 0.52 -0.29 -1.50  0.104
H 2.46 -0.17 -2.81  0.113
H 4.69 -1.00 -3.42  0.113
H 6.93 -1.92 -2.25  0.080
H 6.66 -3.39 -1.30  0.072
H 6.18 -3.33 -3.00  0.082

orbital gap = 8.8 eV
SMILES = Cc1ccc(CNC(=O)CCNS(=O)(=O)c2ccc3c(c2)c(=O)n(C)c(=O)n3C)cc1
lowest unoccupied orbital energy = 0.002 Eh
HOMO energy = -8.785 eV

No. 4
# C21H24N4OPt

A molecular structure, C21H24N4OPt (ωB97M-V with the def2-TZVPD basis set, OMol25).

Each line ends with the Löwdin charge.
Positions of all 51 atoms, in Å:
Pt 0.09 -0.36 -0.37  0.614
C -2.47 -0.84 1.18  -0.150
N -2.40 0.54 0.76  -0.191
C -2.39 1.58 1.76  -0.118
C -0.99 2.10 2.04  -0.267
C -0.52 3.28 1.48  -0.034
C 0.80 3.64 1.68  -0.072
C 1.61 2.82 2.44  -0.076
C 1.04 1.67 2.99  -0.140
N -0.23 1.32 2.80  0.124
C -2.57 0.91 -0.62  -0.156
C -1.51 1.78 -1.29  -0.246
C -1.88 3.03 -1.74  -0.043
C -0.97 3.84 -2.40  -0.055
C 0.30 3.34 -2.60  -0.011
C 0.63 2.07 -2.14  -0.209
N -0.25 1.30 -1.48  -0.018
C -1.27 -1.50 1.85  -0.266
C -1.41 -2.04 3.12  -0.032
C -0.36 -2.71 3.72  -0.065
C 0.83 -2.83 3.02  -0.066
C 0.91 -2.28 1.76  -0.140
N -0.10 -1.62 1.18  -0.124
H -2.69 -1.44 0.29  0.119
H -3.31 -0.97 1.87  0.116
H -2.79 1.19 2.69  0.126
H -3.03 2.41 1.42  0.123
H -1.18 3.90 0.88  0.104
H 1.20 4.55 1.24  0.107
H 2.65 3.05 2.62  0.101
H 1.64 1.01 3.61  0.105
H -3.53 1.44 -0.75  0.117
H -2.62 -0.01 -1.20  0.112
H -2.90 3.37 -1.57  0.112
H -1.24 4.82 -2.76  0.108
H 1.05 3.91 -3.13  0.114
H 2.54 2.27 -3.02  0.140
H -2.36 -1.92 3.63  0.110
H -0.47 -3.13 4.71  0.106
H 1.68 -3.35 3.44  0.103
H 1.82 -2.34 1.17  0.097
C 3.06 -0.41 -3.27  -0.110
O 1.88 0.33 -3.10  -0.177
C 2.03 1.54 -2.38  -0.373
C 2.82 1.42 -1.08  -0.060
H 3.87 0.20 -3.68  0.092
H 2.82 -1.21 -3.97  0.090
H 3.39 -0.86 -2.33  0.083
H 3.87 1.19 -1.28  0.075
H 2.38 0.64 -0.44  0.025
H 2.78 2.37 -0.55  0.078

orbital gap = 6.4 eV
lowest unoccupied orbital energy = 0.016 Eh
HOMO energy = -6.010 eV

No. 5
# C21H25AsIrO8S

A molecular structure, C21H25AsIrO8S (ωB97M-V with the def2-TZVPD basis set, OMol25).

Each line ends with the Löwdin charge.
Positions of all 57 atoms, in Å:
Ir -1.78 -0.25 0.48  1.028
O -5.61 -1.07 2.96  0.200
C -4.70 -0.49 2.23  -0.466
O -3.58 -0.94 2.02  0.002
C -5.20 0.82 1.67  -0.024
O -4.18 1.42 0.87  -0.086
C -3.65 2.57 1.30  0.007
C -2.26 2.17 2.51  -0.474
O -2.35 2.98 3.37  0.246
O -1.60 1.21 2.13  -0.074
H -5.28 -1.91 3.33  0.167
H -5.50 1.48 2.49  0.163
H -6.07 0.64 1.04  0.168
H -4.29 3.21 1.90  0.140
H -3.03 3.03 0.54  0.134
O 0.71 0.40 0.81  -0.054
C 1.38 1.00 -0.24  -0.227
C -0.27 1.75 -1.41  -0.443
O 0.13 2.01 -2.47  0.219
O -1.19 1.74 -0.61  -0.026
C 2.14 -0.03 -1.02  -0.157
C 2.83 -0.98 -0.25  -0.035
C 3.70 -1.87 -0.85  -0.061
C 3.89 -1.85 -2.22  -0.067
C 3.20 -0.93 -2.99  -0.055
C 2.33 -0.02 -2.40  -0.028
C 1.96 2.32 0.01  -0.155
C 2.62 3.00 -1.02  0.002
C 3.18 4.25 -0.80  -0.031
C 3.08 4.84 0.45  -0.034
C 2.44 4.17 1.49  -0.045
C 1.88 2.93 1.27  -0.006
H 0.50 1.07 1.47  0.069
H 2.72 -0.97 0.83  0.121
H 4.25 -2.57 -0.23  0.118
H 4.59 -2.53 -2.69  0.119
H 3.34 -0.90 -4.07  0.121
H 1.81 0.69 -3.03  0.104
H 2.70 2.55 -2.00  0.115
H 3.69 4.76 -1.60  0.122
H 3.52 5.81 0.63  0.121
H 2.39 4.62 2.48  0.120
H 1.44 2.43 2.13  0.117
C 0.18 -3.24 0.90  -0.226
As -0.66 -3.38 -0.82  0.843
C -1.81 -4.91 -0.84  -0.224
C 0.66 -3.53 -2.20  -0.210
S -1.88 -1.61 -1.27  0.235
H 0.83 -4.10 1.04  0.062
H -0.59 -3.22 1.67  0.046
H 0.77 -2.32 0.92  0.006
H -1.20 -5.81 -0.75  0.059
H -2.37 -4.93 -1.77  0.053
H -2.50 -4.85 0.00  0.050
H 1.21 -4.46 -2.06  0.064
H 1.33 -2.68 -2.13  0.008
H 0.16 -3.54 -3.17  0.060

orbital gap (spin up / spin down) = 8.3 / 5.9 eV
lowest unoccupied orbital energy (spin up / spin down) = -0.179 / -0.309 Eh
HOMO energy (spin up / spin down) = -13.207 / -14.268 eV
total charge = +2
spin multiplicity = 6

No. 6
# C21H25BiN4O4

A molecular structure, C21H25BiN4O4 (ωB97M-V with the def2-TZVPD basis set, OMol25).

Each line ends with the Löwdin charge.
Positions of all 55 atoms, in Å:
Bi 0.07 -1.23 -0.14  1.602
O 3.00 0.39 6.30  -0.037
C 2.23 1.16 5.71  -0.695
O 1.91 2.34 5.92  -0.027
C 1.60 0.56 4.43  -0.073
C 1.66 -0.81 4.20  0.016
C 1.16 -1.33 3.03  -0.126
N 0.62 -0.55 2.09  -0.109
C 0.54 0.78 2.30  -0.203
C 0.99 1.36 3.47  0.076
C 0.01 1.61 1.15  -0.611
O -0.08 2.82 1.24  0.079
O -0.25 0.93 0.06  -0.333
H 2.14 -1.43 4.95  0.120
H 1.18 -2.39 2.82  0.108
H 0.91 2.42 3.63  0.132
C 1.47 2.87 -3.47  -0.045
C 0.71 1.85 -2.59  -0.132
N 1.65 0.94 -1.95  -0.220
C 2.55 1.68 -1.09  -0.124
C 3.40 2.68 -1.92  -0.042
N 2.94 2.54 -3.35  -0.096
C 3.20 1.14 -3.86  -0.054
C 2.39 0.18 -2.95  -0.151
H 1.36 3.90 -3.13  0.136
H 1.22 2.82 -4.52  0.131
H 0.00 1.27 -3.18  0.135
H 0.15 2.36 -1.80  0.120
H 3.20 0.98 -0.56  0.138
H 1.96 2.22 -0.35  0.117
H 4.46 2.46 -1.91  0.133
H 3.24 3.72 -1.64  0.137
H 3.47 3.19 -3.93  0.183
H 4.28 0.98 -3.80  0.132
H 2.89 1.12 -4.90  0.132
H 3.06 -0.52 -2.44  0.126
H 1.69 -0.40 -3.54  0.127
C -2.78 -0.51 1.85  -0.058
C -3.54 -1.58 1.13  -0.225
C -4.85 -1.86 1.50  -0.065
C -5.58 -2.85 0.86  -0.099
C -5.00 -3.57 -0.17  -0.068
C -3.69 -3.33 -0.56  -0.239
C -3.06 -4.12 -1.67  -0.076
C -2.94 -2.32 0.09  -0.351
N -1.64 -2.14 -0.36  -0.345
H -3.41 -0.02 2.59  0.082
H -2.41 0.25 1.16  0.064
H -1.92 -0.93 2.38  0.066
H -5.30 -1.29 2.30  0.105
H -6.60 -3.05 1.16  0.095
H -5.56 -4.35 -0.67  0.102
H -3.74 -4.90 -2.02  0.069
H -2.13 -4.59 -1.34  0.068
H -2.80 -3.48 -2.52  0.071

orbital gap = 5.6 eV
lowest unoccupied orbital energy = -0.053 Eh
HOMO energy = -7.074 eV

No. 7
# C21H25Br2GaNO10S

A molecular structure, C21H25Br2GaNO10S (ωB97M-V with the def2-TZVPD basis set, OMol25).

Each line ends with the Löwdin charge.
Positions of all 61 atoms, in Å:
C -5.12 0.75 1.42  -0.097
C -3.67 1.38 1.08  -0.394
O -3.73 2.29 -0.03  -0.344
Ga -2.28 1.74 -1.17  0.035
S -1.97 3.20 -2.93  0.318
C -0.59 1.81 0.01  -0.137
C 0.23 3.16 -0.05  -0.457
O 1.34 3.13 -0.65  -0.007
N -0.16 4.43 0.56  -0.207
C -0.24 4.36 2.04  -0.118
C -1.36 5.04 -0.05  -0.130
C -2.72 -0.17 -1.88  -0.643
Br -1.51 -1.72 -1.68  0.707
C -3.95 -0.33 -2.55  -0.739
C -4.47 -1.68 -3.21  -0.181
Br -5.20 1.22 -2.78  0.639
H -5.64 0.38 0.48  0.059
H -4.97 -0.10 2.17  0.068
H -5.70 1.59 1.93  0.068
H -3.31 1.89 2.03  0.102
H -2.94 0.53 0.86  0.076
H -0.58 3.27 -3.07  -0.202
H 0.11 0.98 -0.37  0.063
H -0.85 1.55 1.09  0.067
H -1.27 4.04 2.44  0.086
H -0.05 5.42 2.44  0.087
H 0.60 3.71 2.46  0.095
H -1.07 5.37 -1.11  0.077
H -2.29 4.38 -0.06  0.063
H -1.67 6.01 0.48  0.090
H -5.47 -1.94 -2.72  0.075
H -3.72 -2.53 -3.17  0.030
H -4.68 -1.47 -4.32  0.074
C 4.37 1.22 -1.75  0.093
C 5.55 1.53 -2.29  -0.225
C 6.81 0.86 -1.84  -0.319
O 7.86 1.15 -2.38  0.095
C 6.72 -0.13 -0.76  0.069
C 5.54 -0.43 -0.22  -0.225
C 4.28 0.21 -0.68  -0.305
O 3.22 -0.10 -0.17  0.126
O 5.43 -1.34 0.78  0.091
O 5.66 2.46 -3.27  0.093
H 3.45 1.70 -2.06  0.138
H 7.64 -0.59 -0.44  0.132
H 4.48 -1.38 1.00  0.115
H 6.60 2.49 -3.49  0.110
C -0.64 -4.06 2.85  0.083
C -0.20 -5.21 3.36  -0.230
C 0.58 -6.18 2.53  -0.322
O 0.98 -7.22 3.04  0.094
C 0.83 -5.84 1.13  0.070
C 0.38 -4.69 0.62  -0.219
C -0.37 -3.71 1.45  -0.308
O -0.74 -2.66 0.96  0.032
O 0.60 -4.36 -0.68  0.088
O -0.45 -5.56 4.65  0.086
H -1.21 -3.35 3.44  0.138
H 1.38 -6.56 0.54  0.133
H 0.19 -3.49 -0.80  0.034
H -0.02 -6.43 4.77  0.111

orbital gap = 5.6 eV
lowest unoccupied orbital energy = 0.007 Eh
HOMO energy = -5.380 eV
total charge = -1

No. 8
# C21H25CrN5O4S2Te

A molecular structure, C21H25CrN5O4S2Te (ωB97M-V with the def2-TZVPD basis set, OMol25).

Each line ends with the Löwdin charge.
Positions of all 59 atoms, in Å:
Cr 0.13 -0.24 0.19  0.295
O -0.39 1.64 -3.46  -0.024
C -0.04 1.67 -2.27  -0.611
O 0.21 0.64 -1.57  -0.203
C 0.14 3.03 -1.59  -0.132
C 0.19 4.12 -2.46  -0.060
C 0.39 5.41 -2.02  -0.132
C 0.56 5.63 -0.65  -0.136
C 0.49 4.57 0.22  -0.163
C 0.27 3.23 -0.20  -0.589
S 0.10 2.05 1.10  0.581
H 0.05 3.90 -3.51  0.100
H 0.43 6.24 -2.72  0.077
H 0.73 6.63 -0.27  0.082
H 0.59 4.73 1.29  0.079
C -2.31 -2.86 -4.51  -0.075
C -3.78 -2.52 -4.26  -0.415
C -4.40 -3.53 -3.29  -0.083
C -3.95 -1.09 -3.76  -0.122
N -3.54 -0.91 -2.38  -0.105
C -2.34 -0.64 -1.87  -0.148
N -2.47 -0.46 -0.58  0.052
N -3.79 -0.62 -0.31  -0.021
N -4.44 -0.89 -1.38  0.027
H -2.22 -3.81 -5.03  0.074
H -1.76 -2.94 -3.57  0.046
H -1.83 -2.09 -5.13  0.078
H -4.33 -2.56 -5.21  0.122
H -3.80 -3.59 -2.38  0.070
H -4.42 -4.53 -3.74  0.072
H -5.42 -3.25 -3.01  0.069
H -5.00 -0.79 -3.81  0.116
H -3.37 -0.40 -4.38  0.128
H -1.43 -0.52 -2.43  0.119
C -0.61 -2.05 2.45  -0.332
O -0.09 -0.85 2.03  -0.594
H -1.00 -1.98 3.48  0.053
H 0.13 -2.87 2.46  0.054
H -1.45 -2.41 1.83  0.055
O -1.14 -3.81 -1.45  -0.630
S 0.19 -3.38 -0.99  0.643
N 0.49 -2.06 -0.48  -0.476
C 3.67 1.92 1.11  -0.440
Te 2.77 0.24 2.08  1.338
C 4.86 -0.16 2.55  -0.454
C 5.56 1.18 2.55  -0.301
C 6.73 1.43 3.25  -0.065
C 7.34 2.68 3.21  -0.123
C 6.76 3.70 2.46  -0.118
C 5.58 3.46 1.77  -0.050
C 4.97 2.21 1.81  -0.286
H 2.97 2.75 1.15  0.030
H 3.83 1.66 0.06  0.067
H 5.26 -0.80 1.76  0.043
H 4.98 -0.68 3.50  0.037
H 7.18 0.64 3.84  0.100
H 8.25 2.86 3.76  0.084
H 7.22 4.68 2.42  0.086
H 5.11 4.25 1.20  0.110

orbital gap (spin up / spin down) = 5.2 / 5.9 eV
lowest unoccupied orbital energy (spin up / spin down) = 0.153 / 0.153 Eh
HOMO energy (spin up / spin down) = -1.035 / -1.745 eV
total charge = -2
spin multiplicity = 5